Version a
Density functional theory data (wB97M-V/def2-TZVPD) for 14 unconnected molecules or ions with the total composition C5H35NO13.

The LUMO energy is 0.16 eV. Its highest occupied orbital energy is -0.3064 Eh. Its HOMO-LUMO gap is 8.49 eV.

```
! RIJCOSX wB97M-V def2-TZVPD def2/J DEFGRID3
* xyz 0 1
H 2.42659 -2.24455 1.10787
H 0.08679 -3.05070 0.62030
H 3.76593 1.43506 1.54865
H -2.19535 -2.86230 -0.22903
O -3.42606 0.00162 -0.07418
H -0.73992 1.07467 -0.46411
H -2.60061 2.40801 -1.54324
H -0.30796 -4.24889 -0.26268
H 1.75058 2.46129 -1.61747
O 3.03941 -1.11289 -0.46419
C -1.32265 1.20993 -2.97758
O 3.02214 0.77636 1.38698
C 0.14784 -0.59404 0.69725
H -3.90673 -0.41128 0.74562
H 2.37093 1.17126 0.66109
H -1.78425 -1.18540 1.47067
H -0.48225 -1.69317 2.55803
H 1.30286 2.64696 3.00779
C -0.20521 -0.58227 -1.68205
O 1.83476 -3.71557 -1.26007
H 2.30569 -3.60997 -0.48725
O -2.96325 3.29228 -1.36934
H 3.74974 -0.76215 0.10383
H 2.05857 -2.98080 2.32356
H 1.16209 2.78455 1.21452
C -0.31008 0.07816 -0.51875
N -0.34936 0.14974 -2.88164
H -3.01985 -0.76846 -0.40183
H -2.36046 0.89211 1.00749
H -2.63944 2.23960 0.79394
H 2.22110 -3.08754 -1.85635
O 2.24136 2.01720 -2.26932
H 2.19639 0.50181 2.99886
H -1.17975 2.19859 -2.57033
O 1.23499 2.45875 0.27804
H 0.90420 0.58584 3.90126
H 1.20740 -0.42187 0.97984
H -0.42799 -0.41454 -3.70456
H -1.56925 1.48433 -4.04115
H 1.58738 1.45084 -2.67437
H -2.25874 0.74270 -2.62984
O 1.64943 1.01122 3.58325
H -0.39649 3.21459 2.74905
C -0.71112 -1.18867 1.51639
H -3.59380 3.25718 -0.64423
H 2.66442 -0.28266 -0.76413
O -1.96468 1.82907 1.17153
H -3.28163 -3.22806 -1.13529
H 0.36508 2.21313 0.00568
O -2.99561 -2.60494 -0.50640
H 0.04284 -1.59178 -1.85161
O 0.59777 3.26863 2.51756
O 1.73332 -2.58648 1.49209
O -0.67716 -3.62646 0.43988
*
```

Here are the Mulliken charges for atoms 1 to 8, given in e: number 1, H, carries 0.20; number 2, H, carries 0.28; number 3, H, carries 0.29; number 4, H, carries 0.39; number 5, O, carries -0.60; number 6, H, carries 0.60; number 7, H, carries 0.32; number 8, H, carries 0.30



Version b
Density functional theory data (wB97M-V/def2-TZVPD) for 12 unconnected molecules or ions with the total composition C5H35NO13.

The LUMO energy is 0.09 eV. Its highest occupied orbital energy is -0.3687 Eh. Its HOMO-LUMO gap is 10.13 eV. As for the SMILES: C[C@H](NCO)[C@@H](C)O.O.O.O.O.O.O.O.O.O.O.O.

```
! RIJCOSX wB97M-V def2-TZVPD def2/J DEFGRID3
* xyz 0 1
O 2.20871 3.41923 1.67235
O -3.33018 -0.87265 -3.30995
H 0.70505 -0.66154 -2.32632
H -1.85597 -1.58022 1.27333
H 3.68261 3.26305 -0.30830
O 0.49304 0.23085 -2.03325
H 2.75082 3.02463 -1.43636
O 0.53478 -1.52496 3.63383
H 3.01873 3.92218 1.77213
C 0.06426 -3.20593 0.11258
H 1.95506 2.97843 2.48958
H -3.30027 -1.69964 -3.80780
N 0.73092 -2.06093 -0.48815
H 4.29585 -0.33941 1.09277
O -0.67235 2.64538 2.40592
H -3.24262 -1.36931 1.30338
H 0.04900 -2.57579 -2.52331
H 4.74318 0.85466 2.01641
O 4.41723 -0.04739 1.99662
H -1.01781 -3.16183 0.03476
H -1.12174 2.06642 -1.02157
H 2.12745 -0.68719 1.53535
H -5.19578 1.40399 -0.71146
O -0.63034 -2.65588 -3.19960
H 0.02887 -1.63176 4.44601
H -2.78854 0.88034 1.66387
O 3.56282 3.50580 -1.23344
C -0.40952 1.57642 -0.34011
C 0.52298 -0.77124 0.18593
H -1.09258 1.76093 0.50242
H -0.05675 1.95485 2.15193
C -0.21755 0.14797 -0.79321
H -2.79851 0.91412 3.18482
H -1.24625 -0.14789 -1.01927
H 0.43601 2.24889 -0.19764
O 0.21661 -3.26122 1.54561
H -0.06714 -1.85167 2.95074
H -0.07361 -0.81370 1.09074
H -0.58925 -3.45463 -3.72592
H -0.90421 3.09987 1.59557
O -2.56345 -1.47944 0.62017
H 0.66623 1.83499 -4.09414
H -2.54351 -0.95563 -2.75354
H -3.86260 0.55816 -1.05028
H -0.51757 0.92246 -4.12707
H 0.50108 -4.08388 -0.35389
H 1.68111 -2.35596 -0.66865
O -4.31362 1.15055 -0.44097
H 1.14602 -3.31674 1.80562
O -2.49793 0.38381 2.43969
H 2.64635 -0.42604 -0.20978
O -0.09813 1.61914 -4.64533
C 1.91677 -0.22752 0.57500
H 1.90622 0.85286 0.72222
*
```

Here are the Mulliken charges for atoms 1 to 8, given in e: number 1, O, carries -0.55; number 2, O, carries -0.66; number 3, H, carries 0.28; number 4, H, carries 0.19; number 5, H, carries 0.29; number 6, O, carries -0.57; number 7, H, carries 0.33; number 8, O, carries -0.59



Most stable: version b (next structure +229.2 kJ/mol)



Version a
Density functional theory data (wB97M-V/def2-TZVPD) for 2 unconnected molecules or ions with the total composition C2H5N2O3.

The LUMO energy is 4.14 eV. Its highest occupied orbital energy is -0.1882 Eh. Its HOMO-LUMO gap is 9.26 eV.

```
! RIJCOSX wB97M-V def2-TZVPD def2/J DEFGRID3
* xyz -1 1
N -1.59884 0.22658 0.02161
O -1.88951 0.60213 -2.21228
C 1.67049 -0.32891 1.73164
H -0.93038 0.04606 0.78275
H 0.79756 -0.22695 -0.66819
O 2.01686 -0.78678 0.62095
H -2.53966 0.51074 0.19497
O 0.54729 0.06900 2.09420
H 0.48831 -0.03756 -2.36639
N 0.12638 -0.10205 -1.43053
H 2.47608 -0.24483 2.49930
C -1.16459 0.27257 -1.26804
*
```

Here are the Mulliken charges for atoms 1 to 8, given in e: number 1, N, carries -0.28; number 2, O, carries -0.74; number 3, C, carries 0.05; number 4, H, carries 0.29; number 5, H, carries 0.24; number 6, O, carries -0.76; number 7, H, carries 0.17; number 8, O, carries -0.73



Version b
Density functional theory data (wB97M-V/def2-TZVPD) for 3 unconnected molecules or ions with the total composition C2H5N2O3.

The LUMO energy is 3.57 eV. Its highest occupied orbital energy is -0.1273 Eh. Its HOMO-LUMO gap is 7.04 eV.

```
! RIJCOSX wB97M-V def2-TZVPD def2/J DEFGRID3
* xyz -1 1
H -2.35456 0.53423 0.83320
O 3.84835 -0.75276 0.17957
H 1.35999 1.17920 0.74470
O 3.08720 -0.64864 -2.00345
H -0.54449 -0.69976 -0.37128
C 3.34487 -0.63877 -0.84161
H -2.36895 0.52367 -0.74212
O -0.69273 -0.12387 1.58889
H -3.66521 -0.16489 0.09623
N -0.04062 -0.21880 0.41273
N -3.00488 0.54536 0.13617
C 1.03104 0.46501 -0.03303
*
```

Here are the Mulliken charges for atoms 1 to 8, given in e: number 1, H, carries 0.37; number 2, O, carries -0.35; number 3, H, carries 0.18; number 4, O, carries -0.39; number 5, H, carries 0.25; number 6, C, carries 0.62; number 7, H, carries 0.19; number 8, O, carries -0.77



Most stable: version a (next structure +536.9 kJ/mol)